Entry from OMol25: 7 unconnected molecules or ions with the total composition C30H78O19P4S3 in a non-equilibrium geometry (ωB97M-V with the def2-TZVPD basis set).

**Total energy**: -5179.617247 hartree
**LUMO**: 0.013 Ha

```
134
Properties=species:S:1:pos:R:3:forces:R:3
C 1.0529 1.2657 0.8141 -0.12 -0.90 -0.49
S -0.4094 0.1835 0.8798 -1.13 0.66 -1.29
O -1.5934 1.0775 0.5619 0.31 -0.29 0.63
C -0.2545 -0.7537 -0.7015 0.74 -0.01 0.29
H 1.8759 0.5572 0.9076 0.33 0.25 0.01
H 1.0291 1.9601 1.6540 -0.17 -0.18 -0.06
H 1.1085 1.7805 -0.1451 -0.02 -0.07 0.11
H 0.7734 -1.1037 -0.7966 0.08 -0.03 -0.13
H -0.5179 -0.1438 -1.5656 0.14 0.45 0.23
H -0.9234 -1.6143 -0.7134 -0.07 0.14 0.50
C -4.1719 -4.8126 -3.2305 -0.49 0.32 0.37
S -2.5285 -5.1956 -3.8341 0.43 1.35 -3.07
O -2.6568 -5.3058 -5.3739 0.11 -0.26 2.51
C -1.7983 -3.4872 -3.6354 -0.85 -0.28 0.48
H -4.8595 -5.6124 -3.5056 0.25 -0.07 -0.20
H -4.5371 -3.8668 -3.6308 0.13 -0.06 -0.23
H -4.1908 -4.7380 -2.1433 0.28 -0.03 0.12
H -1.9902 -3.1625 -2.6128 0.37 -0.10 0.27
H -2.3351 -2.7568 -4.2407 -0.13 -0.37 -0.39
H -0.7401 -3.4559 -3.8948 -0.15 -0.34 0.11
C 2.9546 -4.6771 2.8329 -1.00 0.57 -1.37
S 4.1284 -3.2727 2.3148 -0.29 -1.56 0.26
O 5.3019 -4.0253 1.7528 -0.75 0.88 -0.17
C 3.0867 -2.5132 0.9720 0.00 -0.44 -0.70
H 2.6718 -5.2463 1.9475 0.55 0.05 -0.51
H 1.9751 -4.2781 3.0965 0.16 0.40 0.61
H 3.2789 -5.4431 3.5373 0.67 0.78 0.27
H 2.0489 -2.3477 1.2615 0.06 -0.11 0.47
H 3.0634 -3.0883 0.0464 0.07 -0.76 0.25
H 3.4772 -1.5764 0.5743 0.43 0.27 0.77
C 4.8064 7.1967 3.5208 0.15 -0.51 -0.11
C 4.4675 6.0518 4.4953 2.29 0.42 -1.50
O 3.0874 6.0346 4.6208 -2.25 -1.12 1.17
P 2.4597 5.2769 5.9007 -0.54 0.98 1.00
O 3.1507 5.6420 7.1609 -0.46 -1.26 -1.13
O 0.9515 5.8678 5.8688 1.99 -1.08 -1.95
C 0.1332 5.9142 6.9833 -2.04 -0.19 1.58
C -0.8480 4.7082 7.2012 0.21 0.29 0.13
O 2.3343 3.6840 5.5607 1.52 2.30 2.77
C 1.8961 3.1922 4.3705 -1.15 -0.64 -2.99
C 0.3945 3.0597 4.3785 -0.95 0.89 0.23
H 5.8587 7.4789 3.5538 -0.04 0.12 0.36
H 4.6762 6.8092 2.5103 -0.30 0.17 -0.10
H 4.1552 8.0613 3.6498 0.16 -0.03 0.18
H 4.8110 5.1519 3.9853 -0.12 -0.41 0.08
H 5.0470 6.0741 5.4182 -0.57 0.41 0.35
H 0.7195 6.0811 7.8870 0.10 -0.13 0.01
H -0.4691 6.8091 6.8264 -0.10 0.02 0.14
H -0.3451 3.7854 7.4903 0.21 -0.02 -0.37
H -1.5439 4.8782 8.0227 0.33 0.61 0.39
H -1.5643 4.5219 6.4010 0.53 0.01 -0.52
H 2.2154 3.8448 3.5579 0.08 0.05 -0.24
H 2.3162 2.2066 4.1704 0.42 0.02 0.34
H -0.0556 4.0350 4.5638 0.22 0.11 0.65
H -0.1515 2.8700 3.4544 0.64 -0.96 -0.27
H 0.1281 2.3806 5.1885 -0.36 -0.06 -0.23
C 4.0148 3.2377 -1.8821 0.45 -0.43 -0.33
C 4.6610 2.5730 -3.1068 -0.02 2.07 0.64
O 5.0278 1.2413 -2.8521 -1.20 -1.98 -0.73
P 3.9450 0.0561 -3.0386 -0.16 -1.53 0.80
O 2.9414 -0.0847 -1.8987 1.84 0.43 -2.44
O 4.8824 -1.2855 -3.2300 -1.43 1.06 -0.40
C 5.6174 -1.8450 -2.1255 0.49 0.98 0.86
C 5.7034 -3.3532 -2.0766 -1.12 -0.53 -1.17
O 3.3925 0.2618 -4.5577 1.24 -0.07 1.96
C 2.4753 -0.7251 -5.0471 -0.75 -0.34 -0.43
C 1.2378 0.0176 -5.5288 0.23 -0.54 0.18
H 3.7102 4.2377 -2.1909 0.05 0.10 0.33
H 3.1477 2.6840 -1.5222 -0.09 -0.04 -0.22
H 4.7396 3.2500 -1.0681 -0.06 0.30 0.05
H 4.0286 2.7988 -3.9653 -0.18 -1.00 -0.26
H 5.6028 3.0665 -3.3468 0.04 0.11 0.16
H 6.5965 -1.3745 -2.2142 0.20 -0.23 0.24
H 5.1386 -1.4576 -1.2262 0.17 -0.14 0.28
H 6.3971 -3.8039 -1.3668 0.06 0.59 0.08
H 4.7195 -3.7810 -1.8843 -0.16 0.10 0.42
H 5.8980 -3.7654 -3.0668 0.52 0.17 -0.15
H 2.8780 -1.2613 -5.9064 0.62 0.19 0.09
H 2.3265 -1.4964 -4.2914 -0.41 0.20 0.21
H 0.3895 -0.6587 -5.6344 -0.07 0.07 0.12
H 1.0096 0.8111 -4.8172 -0.24 0.01 -0.21
H 1.4707 0.3979 -6.5234 -0.17 0.40 0.14
C -0.5367 3.8662 -1.7801 -1.86 -0.59 0.28
C -1.9041 3.1203 -1.9793 1.49 1.31 -0.01
O -1.6636 2.1907 -3.0368 -0.97 -1.34 -0.71
P -2.7672 1.3155 -3.7956 -1.51 3.25 0.01
O -2.3282 0.0387 -4.2842 0.80 -1.59 -0.37
O -4.0615 1.2443 -2.8111 1.40 2.49 -4.10
C -4.0034 0.4988 -1.7065 -1.40 -1.39 4.04
C -4.8911 1.2382 -0.6376 0.99 -0.79 -0.01
O -3.2775 2.3536 -4.9770 0.63 -0.50 1.48
C -4.3901 1.9553 -5.7583 -2.16 -1.98 0.36
C -5.7289 2.3245 -5.1013 0.51 2.09 0.79
H 0.2043 3.2359 -1.2884 -0.10 0.18 -0.04
H -0.1682 4.2379 -2.7362 -0.06 -0.03 0.08
H -0.8724 4.6924 -1.1533 0.77 0.26 0.21
H -2.2632 2.6561 -1.0608 0.32 -0.35 -0.14
H -2.6149 3.9007 -2.2508 -0.27 -0.25 -0.47
H -4.4509 -0.4742 -1.9087 0.04 -0.33 0.05
H -2.9962 0.3391 -1.3215 0.10 0.10 0.12
H -4.3910 2.1485 -0.3069 -0.17 0.20 -0.32
H -5.8920 1.4263 -1.0261 0.14 0.14 -0.12
H -4.9878 0.6601 0.2814 -0.02 -0.24 -0.10
H -4.4091 2.3322 -6.7809 0.80 0.24 0.21
H -4.4286 0.8667 -5.7964 0.54 -0.22 -0.46
H -6.6796 1.9730 -5.5022 0.46 -0.38 -0.38
H -5.7169 2.1968 -4.0188 0.03 -0.65 -0.17
H -5.7415 3.4131 -5.1541 -0.46 0.33 -0.20
C 0.2695 -4.7065 -1.1927 0.24 1.32 0.29
C -0.7651 -4.7571 -0.0598 0.32 -0.45 -1.17
O -0.6630 -3.6770 0.8809 -0.33 0.41 0.32
P -1.9399 -3.2604 1.7552 -0.78 -0.02 0.00
O -1.6299 -2.3253 2.8507 -0.07 -0.54 -0.87
O -3.0248 -2.6814 0.6305 2.28 -1.80 1.16
C -4.1979 -2.1447 1.2119 -2.16 0.49 -0.87
C -5.3003 -3.2601 1.3976 1.43 0.93 1.25
O -2.5800 -4.6728 2.3107 0.35 1.61 -2.12
C -2.0078 -5.2091 3.4768 -1.01 -0.31 2.20
C -3.0974 -6.0244 4.1978 -0.09 -0.50 -0.01
H 1.3110 -4.7272 -0.8718 -0.05 -0.41 0.31
H 0.0971 -5.4644 -1.9568 -0.13 -0.21 0.32
H 0.1922 -3.7457 -1.7018 -0.15 0.08 -0.07
H -1.7303 -4.6486 -0.5546 -0.24 -0.54 0.22
H -0.6277 -5.7071 0.4567 -0.51 0.05 0.19
H -3.8662 -1.4415 1.9758 -0.52 -0.66 0.91
H -4.6624 -1.4563 0.5059 0.50 -0.06 -0.60
H -5.2804 -3.9156 0.5270 0.03 0.06 0.10
H -5.0355 -3.7972 2.3084 -0.22 -0.48 -0.20
H -6.3012 -2.8559 1.5492 0.13 0.23 -0.19
H -1.1168 -5.8121 3.3020 0.00 0.02 -0.35
H -1.7724 -4.3865 4.1522 0.43 0.04 -0.08
H -3.9762 -5.4517 4.4940 0.14 0.45 -0.33
H -3.4719 -6.8602 3.6067 0.13 0.03 -0.26
H -2.7649 -6.4667 5.1370 0.51 0.07 -0.05
```
Positions in Å, forces in eV/Å.

***

Entry from OMol25: 10 unconnected molecules or ions with the total composition C30H80B5F20N5O10 in a non-equilibrium geometry (ωB97M-V with the def2-TZVPD basis set).

**Total energy**: -4339.464545 hartree
**LUMO**: -0.059 Ha

```
150
Properties=species:S:1:pos:R:3:forces:R:3
C 10.0786 5.3351 -3.2547 0.34 1.24 -0.60
O 8.9229 4.5351 -3.3331 0.51 -0.38 0.56
C 8.1587 4.4210 -2.1441 0.40 0.57 -0.14
C 7.0568 3.4676 -2.4322 -1.79 0.53 0.71
N 6.3135 3.9842 -3.7068 0.23 -2.78 0.31
H 5.3750 3.5881 -3.6974 -0.58 0.08 0.50
H 6.1784 4.9875 -3.6844 0.61 0.23 -0.35
C 6.7984 3.3091 -4.9994 -0.16 1.02 -0.63
C 6.0532 2.0032 -5.2281 -0.75 0.18 0.88
O 4.6284 2.2072 -5.1370 2.18 2.56 0.89
C 3.8591 1.2797 -5.7759 -0.89 -1.62 0.38
H 10.2098 5.7985 -4.2347 -0.29 0.19 -0.04
H 11.0664 4.8975 -3.0984 -0.44 -0.98 0.53
H 9.9577 6.1367 -2.5237 -0.07 0.05 0.07
H 7.6827 5.3746 -1.8847 -0.16 0.50 -0.55
H 8.6813 4.2650 -1.1989 0.48 -1.06 -0.36
H 6.3526 3.5984 -1.6072 -0.27 0.10 -0.07
H 7.1594 2.3821 -2.4211 0.81 0.06 -0.75
H 7.8758 3.1595 -4.9851 -0.12 -0.02 0.40
H 6.5859 4.0009 -5.8151 -0.11 0.10 0.08
H 6.3357 1.3342 -4.4123 0.13 -0.55 -0.29
H 6.3276 1.6177 -6.2102 0.13 -0.15 0.07
H 3.9496 1.3831 -6.8587 -0.19 -0.37 -0.06
H 2.8365 1.3774 -5.4094 -0.12 0.44 -0.45
H 4.1257 0.2988 -5.3702 0.19 -0.41 -0.72
C 1.2536 -5.6935 3.5706 1.13 0.84 0.02
O 1.0336 -5.5968 2.1756 -0.43 -0.27 0.07
C 1.5773 -6.6342 1.4376 -0.61 -0.91 -0.78
C 0.6290 -6.9655 0.2457 1.57 1.69 0.17
N 0.6067 -5.8375 -0.7521 -1.23 -0.89 -1.33
H 0.1914 -5.0070 -0.3335 0.41 0.65 0.30
H 1.5048 -5.6193 -1.1776 0.52 0.45 0.40
C -0.3259 -6.1039 -1.9472 0.55 -0.32 0.48
C -1.8073 -5.7341 -1.5794 1.25 0.84 -1.48
O -1.7707 -4.7313 -0.5753 0.17 -1.77 0.46
C -2.5677 -5.0587 0.5148 -2.11 1.26 2.07
H 2.3092 -5.8375 3.8167 0.22 -0.16 -0.33
H 0.7304 -6.5207 4.0522 -0.55 0.25 -0.05
H 1.0748 -4.6771 3.9189 -0.62 -0.34 0.51
H 1.6370 -7.5903 1.9662 -0.16 0.01 0.49
H 2.6126 -6.4275 1.1554 -0.01 0.22 -0.46
H -0.4000 -6.9918 0.6000 0.11 -0.75 0.04
H 1.0540 -7.8243 -0.2710 -0.63 -0.25 0.02
H -0.1237 -7.1218 -2.2826 -0.54 -0.28 0.42
H 0.0694 -5.5245 -2.7799 -0.29 0.60 0.38
H -2.4778 -6.5703 -1.3859 0.25 -0.05 0.43
H -2.1664 -5.2135 -2.4690 -0.27 -0.28 -0.15
H -2.4083 -4.3405 1.3208 0.46 0.16 -0.25
H -2.6201 -6.0044 1.0625 1.36 -0.76 -0.80
H -3.6420 -4.9367 0.3350 -0.14 0.27 -0.75
C -2.8305 0.7303 4.6934 -0.83 -0.31 1.13
O -3.7988 -0.3050 4.3720 -1.09 0.73 -1.87
C -4.7305 -0.8083 5.2879 0.32 0.98 0.04
C -5.6437 0.3031 5.9145 1.84 0.62 0.35
N -6.6351 0.9311 4.9611 -0.52 -0.28 -1.38
H -7.4540 0.3344 5.0227 -0.44 0.09 -0.54
H -6.9583 1.8412 5.2728 0.11 0.14 0.58
C -6.3168 1.1668 3.4527 0.09 -1.88 -0.36
C -7.3808 1.9316 2.6762 0.06 1.31 0.66
O -8.6940 1.7344 3.1925 0.43 -0.81 -0.13
C -9.5728 2.5055 2.4067 0.02 1.55 -1.04
H -3.2413 1.6466 5.1290 -0.55 -0.27 0.59
H -2.4125 1.2111 3.8091 0.53 -1.07 -0.28
H -2.1978 0.2157 5.4150 0.87 0.75 -0.28
H -4.1459 -1.4471 5.9545 -0.50 0.49 1.17
H -5.3841 -1.5372 4.8037 0.03 0.15 -0.57
H -5.0813 1.1780 6.2422 0.62 -0.34 -0.08
H -6.1330 -0.0066 6.8377 -0.55 -0.29 -0.40
H -6.2661 0.1879 2.9742 -0.07 -0.34 0.58
H -5.2993 1.5169 3.2823 -0.14 0.57 0.58
H -7.2649 1.7143 1.6117 -0.24 -0.73 -0.03
H -7.1669 3.0037 2.6523 0.02 0.27 0.55
H -9.2237 3.5407 2.4596 -0.07 0.20 -0.03
H -10.6348 2.5647 2.6392 0.22 -0.85 0.86
H -9.5193 2.2492 1.3459 0.12 -0.36 -0.03
C -2.5591 -1.9135 -0.5774 0.73 -0.39 -0.16
O -3.7737 -1.3020 -0.1653 -1.00 1.00 -0.07
C -4.9474 -1.4618 -0.9830 0.89 -0.41 1.39
C -5.0208 -0.5069 -2.1614 0.90 0.50 -0.16
N -4.6482 0.9297 -1.6893 0.16 -2.19 -0.12
H -4.9132 1.0294 -0.7150 -0.41 0.43 0.11
H -3.6373 0.8484 -1.6239 1.07 0.40 -0.26
C -5.0054 2.0937 -2.5377 -0.60 0.46 1.03
C -4.3861 3.3651 -1.8971 -0.14 0.40 -1.05
O -4.6968 3.4321 -0.5297 -1.32 -2.39 -0.77
C -4.0501 4.4756 0.1175 0.44 0.46 -1.10
H -2.0127 -2.2800 0.2912 -0.55 -0.17 0.11
H -1.8284 -1.2235 -0.9981 -0.70 0.00 -0.57
H -2.7375 -2.7465 -1.2561 -0.05 0.17 -0.14
H -5.7736 -1.3308 -0.2819 -0.15 0.16 -0.04
H -4.9306 -2.5199 -1.2495 -0.45 0.09 -0.78
H -5.9549 -0.4852 -2.7203 -0.15 -0.01 0.35
H -4.2312 -0.8352 -2.8396 0.09 0.51 -0.27
H -6.0910 2.1813 -2.4751 -0.07 -0.01 -0.05
H -4.7475 1.8421 -3.5649 0.51 0.40 0.12
H -4.7905 4.2700 -2.3606 -0.44 -0.13 -0.41
H -3.3237 3.4774 -2.1278 0.33 -0.62 0.45
H -4.2974 5.3815 -0.4445 -0.06 0.48 0.45
H -2.9938 4.2813 -0.0818 0.36 0.45 1.26
H -4.4582 4.4853 1.1244 0.76 0.23 0.14
C 3.9865 0.8054 -2.0092 -0.23 1.14 1.97
O 3.2263 1.5693 -1.0410 -0.56 -0.17 1.42
C 3.4713 1.1936 0.3272 1.95 -1.12 0.31
C 2.2376 0.7335 1.1074 -0.30 1.83 -0.62
N 1.2915 -0.0474 0.2269 0.92 -1.33 -0.83
H 1.7727 -0.0825 -0.6709 -0.25 0.61 -0.69
H 1.3046 -1.0549 0.3811 -0.05 -0.34 0.94
C -0.1060 0.3943 0.0423 -0.24 1.08 1.05
C -0.9694 0.0568 1.2717 -0.33 -0.07 -0.12
O -0.6668 -1.2691 1.6908 0.43 -0.28 0.07
C -1.5187 -1.7515 2.6931 -0.46 -0.04 0.48
H 4.9488 1.3209 -2.0245 0.22 -0.29 -0.84
H 3.3518 0.8802 -2.8896 0.57 -0.56 -0.29
H 4.1624 -0.1556 -1.5290 -0.04 -0.42 -0.96
H 4.0338 1.9039 0.9395 -1.00 1.20 -0.14
H 4.3086 0.4981 0.4534 -0.34 -1.06 -1.01
H 1.7788 1.7088 1.2729 -0.78 -0.45 0.70
H 2.4906 0.2267 2.0367 -0.14 0.01 -0.06
H -0.6088 0.0142 -0.8450 1.01 -0.25 -0.04
H 0.0017 1.4728 -0.0745 -0.56 0.07 0.08
H -2.0270 0.0130 0.9938 -0.10 0.47 -0.42
H -0.9142 0.8005 2.0684 0.63 -0.10 0.13
H -1.7446 -2.8178 2.6154 0.61 -0.20 -0.46
H -2.5155 -1.3072 2.6531 0.08 0.41 -0.03
H -1.1022 -1.6200 3.6936 0.08 0.31 0.03
B 1.9389 -3.0026 -1.4765 -0.72 0.34 -0.68
F 1.5665 -2.8294 -0.1350 -0.03 -0.32 0.57
F 0.8025 -3.4304 -2.1929 -0.91 -0.57 -0.07
F 2.3028 -1.7949 -2.0117 0.64 0.80 -0.03
F 2.8832 -3.9952 -1.6303 0.65 -0.72 0.33
B -1.6893 0.5067 -3.5175 1.26 -1.10 -1.28
F -1.7897 -0.8895 -3.4604 -0.15 -0.56 0.25
F -2.6883 0.9346 -4.3799 -0.72 0.74 -0.38
F -1.9307 1.0047 -2.2448 -0.70 0.78 1.44
F -0.4107 0.8674 -3.9353 -0.37 0.22 0.05
B -0.3840 3.5386 2.7240 0.83 0.75 0.38
F -1.7150 3.4546 3.1486 -1.39 -0.11 0.14
F 0.2938 2.4681 3.2471 0.58 -0.71 1.35
F -0.2497 3.3719 1.3760 -0.67 -0.05 -2.55
F 0.1127 4.8130 3.0247 0.00 -0.11 0.54
B 8.3436 0.1792 -1.0498 1.21 -1.17 -0.42
F 8.5092 -0.3873 -2.3106 0.08 -0.39 -1.42
F 6.9793 0.2807 -0.8619 -0.97 1.32 0.33
F 8.8559 -0.7058 -0.1144 0.33 0.22 0.57
F 9.1116 1.3839 -1.1125 -0.83 0.45 0.58
B 4.0268 0.5270 4.3401 0.51 0.86 0.40
F 4.0904 0.5615 5.7162 0.04 -0.16 1.33
F 3.4245 -0.6359 3.9344 -1.63 -1.34 -0.64
F 3.4121 1.6913 3.9086 -1.25 0.60 -0.60
F 5.2617 0.5313 3.7723 2.22 -0.07 -0.65
```
Positions in Å, forces in eV/Å.